42
Properties=species:S:1:pos:R:3:nbo_charge:R:1 method="wB97M-V/def2-TZVPD" lumo_ev=-0.174 gap_ev=8.29 energy_ev=-36637.7868 e_homo_ha=-0.311
O 2.0976 3.0613 -0.6082 -0.55
C 1.4593 2.0078 -0.5666 0.69
N 0.1511 1.8212 -0.0226 -0.60
C -0.4606 0.7374 0.2105 0.10
C 0.2177 -0.3471 0.4625 -0.16
C -0.4014 -1.5913 0.7909 -0.26
C -1.6781 -1.5759 0.5900 -0.05
C -2.5257 -0.5748 0.0586 -0.28
C -1.8122 0.6292 -0.0158 0.19
N -2.4694 1.9514 -0.2868 -0.45
C -3.7086 1.7011 -0.9409 -0.28
H -3.6912 0.8578 -1.7426 0.26
C -4.9175 2.0905 -0.3015 0.06
H -5.8737 2.0494 -0.6712 0.22
O -4.8867 3.0343 0.6164 -0.55
C -3.6045 3.0153 1.6390 -0.07
H -3.6931 4.0263 2.1918 0.23
C -2.3572 3.0426 0.7444 -0.23
H -1.7335 2.8425 1.3639 0.18
H -2.3372 3.9160 0.2639 0.21
H -3.7210 2.0276 2.0654 0.21
H -4.9356 0.9399 0.6158 -0.08
H -3.6971 2.7056 -1.5595 0.18
H -3.4800 -0.5716 0.1550 0.22
H -2.5308 -2.8264 0.3980 0.17
C 0.1731 -2.8698 1.1870 1.01
F -0.4584 -3.8046 1.2560 -0.22
F 0.8215 -2.8605 2.3688 -0.35
F 1.3052 -3.1893 0.3350 -0.40
H 1.2735 -0.3897 0.9416 0.25
H -0.1950 2.6261 0.0211 0.39
C 2.2486 0.6469 -1.1901 -0.10
C 3.5121 0.4100 -0.6466 -0.02
N 4.2897 -0.5728 -1.1917 0.08
C 3.6522 -1.4731 -1.9935 -0.04
C 2.2061 -1.4332 -2.2834 -0.18
C 1.5317 -0.2252 -2.1039 -0.21
H 0.6671 0.0650 -2.0336 0.19
H 1.8620 -2.0315 -3.0534 0.22
H 4.2588 -2.5026 -2.1591 0.24
O 5.4053 -0.7306 -0.6248 -0.51
H 4.2520 1.0211 0.2083 0.28

---

42
Properties=species:S:1:pos:R:3:nbo_charge:R:1 method="wB97M-V/def2-TZVPD" lumo_ev=-0.519 gap_ev=8.22 energy_ev=-36649.4376 e_homo_ha=-0.321
O 1.3902 -4.1292 0.5529 -0.62
C 0.5544 -5.0368 0.6166 0.79
O 0.9126 -6.2666 1.0333 -0.67
C -0.9282 -4.7280 0.4233 -0.52
C -1.3294 -3.3490 0.1229 -0.41
C -1.8397 -2.5750 1.3981 -0.41
C -2.3726 -1.1956 0.9737 -0.07
O -1.6069 -0.4145 0.1093 -0.37
N -1.5131 0.8595 0.6335 -0.12
C -0.5890 1.7335 0.1420 0.16
C 0.5244 1.2106 -0.5691 -0.12
C 1.1630 0.1367 0.0036 -0.15
C 2.4093 -0.2605 -0.4713 -0.20
C 2.9361 0.1930 -1.6833 -0.19
C 2.2434 1.2697 -2.3436 -0.12
C 2.7576 1.9823 -3.6580 0.97
F 3.1618 1.2212 -4.6135 -0.29
F 3.8047 2.7907 -3.2518 -0.34
F 1.7544 2.8232 -4.0952 -0.34
C 0.9688 1.8067 -1.7835 -0.14
C -0.7289 3.1510 0.4977 0.12
C -1.6389 3.5705 1.5631 -0.17
C -1.6318 4.8852 1.9937 -0.23
C -0.5859 5.6723 1.5617 -0.01
N 0.3183 5.2981 0.6267 -0.19
N 0.1317 4.1064 -0.0241 -0.21
H 1.8851 -6.2527 0.8862 0.50
H -1.4103 -5.0590 1.3452 0.23
H -1.3350 -5.3419 -0.3806 0.24
H -0.4836 -2.7603 -0.1969 0.24
H -2.0813 -3.2993 -0.6796 0.21
H -0.9471 -2.4168 2.0411 0.20
H -2.5311 -3.1998 1.9666 0.21
H -2.5588 -0.5585 1.9046 0.21
H -3.2495 -1.4142 0.3530 0.17
H 0.7845 -0.2985 0.8829 0.22
H 2.9874 -1.1400 -0.1486 0.23
H 3.7618 -0.2286 -2.2281 0.23
H 0.2975 2.6061 -2.2111 0.26
H -2.3825 2.8770 1.9674 0.24
H -2.4949 5.1120 2.7214 0.24
H -0.5087 6.6189 2.0174 0.20